Computed, not measured: a 2-piece molecular cluster, C41H67OSi4 overall, with ωB97M-V/def2-TZVPD.

Geometry (Å):
C1 -2.724 -5.679 21.682
C2 -2.066 -4.645 20.781
C3 -2.502 -4.753 19.316
C4 -1.882 -3.674 18.419
Si1 -3.047 -2.333 17.767
C5 -2.951 -2.283 15.902
C6 -4.830 -2.606 18.271
C7 -2.531 -0.652 18.413
Si2 -0.850 0.046 17.944
H1 -0.814 0.155 16.488
C8 -0.593 1.767 18.655
Si3 -1.682 3.100 17.906
C9 -1.075 4.775 18.477
C10 -1.598 3.032 16.038
C11 -3.448 2.769 18.481
C12 -4.116 3.883 19.262
C13 -5.503 3.493 19.781
C14 -6.145 4.567 20.644
C15 0.542 -1.105 18.436
Si4 2.290 -0.692 17.888
C16 3.315 -0.357 19.416
C17 2.968 -2.213 17.033
C18 2.325 0.844 16.780
C19 2.842 0.640 15.351
C20 4.075 1.486 15.026
C21 4.593 1.275 13.614
H2 -2.356 -5.613 22.709
H3 -3.808 -5.542 21.714
H4 -2.533 -6.695 21.331
H5 -2.289 -3.634 21.147
H6 -0.973 -4.740 20.842
H7 -2.251 -5.750 18.931
H8 -3.595 -4.692 19.260
H9 -1.108 -3.135 18.966
H10 -1.402 -4.100 17.532
H11 -3.600 -1.498 15.521
H12 -1.928 -2.079 15.597
H13 -3.265 -3.238 15.489
H14 -5.440 -1.802 17.868
H15 -5.201 -3.553 17.887
H16 -4.916 -2.601 19.355
H17 -3.285 0.033 18.036
H18 -2.609 -0.683 19.496
H19 -0.808 1.740 19.721
H20 0.442 2.075 18.538
H21 -1.719 5.561 18.092
H22 -1.068 4.822 19.563
H23 -0.065 4.937 18.110
H24 -2.235 3.805 15.616
H25 -0.575 3.196 15.709
H26 -1.938 2.064 15.682
H27 -4.026 2.499 17.594
H28 -3.376 1.874 19.101
H29 -3.476 4.165 20.108
H30 -4.188 4.781 18.635
H31 -6.151 3.258 18.925
H32 -5.424 2.556 20.351
H33 -7.137 4.265 20.990
H34 -5.540 4.780 21.528
H35 -6.261 5.503 20.092
H36 0.546 -1.211 19.518
H37 0.332 -2.077 17.999
H38 4.336 -0.108 19.137
H39 2.883 0.474 19.969
H40 3.328 -1.239 20.052
H41 3.992 -2.052 16.704
H42 2.949 -3.049 17.728
H43 2.347 -2.457 16.175
H44 1.313 1.253 16.774
H45 2.944 1.557 17.332
H46 3.086 -0.417 15.196
H47 2.041 0.848 14.628
H48 3.842 2.548 15.183
H49 4.865 1.250 15.752
H50 5.477 1.885 13.408
H51 4.868 0.232 13.441
H52 3.831 1.544 12.881
C22 5.558 -1.904 8.750
O1 5.088 -0.819 9.514
C23 3.715 -0.724 9.609
C24 3.184 0.349 10.355
C25 1.839 0.547 10.475
C26 0.922 -0.327 9.860
C27 -0.499 -0.066 9.798
C28 -1.489 -1.067 9.480
C29 -2.612 -0.447 8.898
C30 -3.661 -1.205 8.393
C31 -3.612 -2.574 8.537
C32 -2.545 -3.189 9.192
C33 -1.481 -2.454 9.659
C34 -2.398 0.979 8.953
C35 -1.141 1.211 9.556
C36 -0.710 2.531 9.733
C37 -1.515 3.563 9.308
C38 -2.737 3.316 8.688
C39 -3.189 2.029 8.507
C40 1.455 -1.424 9.146
C41 2.799 -1.611 9.009
H53 6.647 -1.854 8.731
H54 5.256 -2.845 9.211
H55 5.186 -1.835 7.727
H56 3.884 1.030 10.802
H57 1.472 1.365 11.067
H58 -4.485 -0.715 7.908
H59 -4.417 -3.172 8.148
H60 -2.557 -4.254 9.350
H61 -0.667 -2.911 10.193
H62 0.233 2.732 10.201
H63 -1.187 4.579 9.452
H64 -3.333 4.138 8.330
H65 -4.125 1.820 8.021
H66 0.784 -2.090 8.635
H67 3.156 -2.430 8.410

As for the charge: +1. For the HOMO-LUMO gap, the calculation gives 0.1937 Ha. The calculation puts the highest occupied orbital energy at -11.0 eV.



Computed, not measured: one molecule with the formula C10H13N3, with ωB97M-V/def2-TZVPD.

Geometry (Å):
C1 2.086 1.703 -0.548
C2 1.140 1.712 0.389
C3 0.158 0.674 0.664
C4 0.621 -0.665 1.371
C5 -1.164 1.166 1.329
C6 -2.013 0.492 0.253
C7 -2.661 -0.686 0.721
N1 -3.276 -1.479 1.317
C8 -3.111 1.196 -0.436
N2 -3.785 1.897 -1.002
C9 -0.778 0.395 -0.667
N3 -0.740 -0.659 -1.587
C10 -0.821 -2.079 -1.343
H1 2.664 2.637 -0.763
H2 2.282 0.715 -1.040
H3 0.976 2.635 1.007
H4 -0.192 -1.185 1.691
H5 1.089 -0.425 2.201
H6 1.354 -1.243 0.744
H7 -1.234 2.221 1.499
H8 -1.394 0.684 2.231
H9 -0.836 1.302 -1.367
H10 -1.438 -0.384 -2.313
H11 0.019 -2.307 -0.742
H12 -1.848 -2.458 -1.069
H13 -0.580 -2.539 -2.260

As for the SMILES: C=C[C@@]1(C)CC(C#N)(C#N)[C@@H]1NC. The value obtained for the energy above the lowest of the compared OMol25 structures with the same formula, charge and spin is 383.82 kJ/mol. For the HOMO-LUMO gap, the calculation gives 0.3566 Ha. The calculation puts the highest occupied orbital energy at -9.1 eV.



Computed, not measured: a 2-piece molecular cluster, C2H8O2 overall, with ωB97M-V/def2-TZVPD.

Geometry (Å):
C1 -1.232 1.860 0.879
O1 -1.487 0.638 -0.047
H1 -2.329 2.253 1.044
H2 -0.756 1.215 1.856
H3 -0.702 2.715 0.182
H4 -0.812 0.095 0.380
C2 1.565 -1.195 -1.036
O2 1.048 -1.197 0.220
H5 1.624 -0.210 -1.519
H6 2.620 -1.716 -1.047
H7 0.842 -1.658 -1.725
H8 1.029 -2.211 0.389

As for the SMILES: CO.CO. The value obtained for the energy above the lowest of the compared OMol25 structures with the same formula, charge and spin is 243.66 kJ/mol. For the HOMO-LUMO gap, the calculation gives 0.3932 Ha. The calculation puts the highest occupied orbital energy at -10.0 eV.



Computed, not measured: a 3-piece molecular cluster, C21H43BBrIN2O12 overall, with ωB97M-V/def2-TZVPD.

Geometry (Å):
C1 -4.508 -2.736 -4.956
O1 -3.068 -3.032 -5.088
C2 -2.245 -1.831 -4.798
C3 -0.622 -2.152 -4.706
C4 0.066 -1.067 -3.636
C5 0.452 0.293 -4.460
C6 1.100 1.500 -3.495
C7 0.222 1.844 -2.192
C8 0.858 1.766 -0.714
C9 1.291 3.341 -0.321
O2 2.368 3.863 -1.177
N1 1.796 4.923 -1.819
O3 2.640 5.544 -2.457
O4 -0.093 1.407 0.361
C10 -0.690 0.091 0.218
Br1 -2.678 0.415 -0.125
C11 -0.621 -0.852 1.583
C12 -1.708 -0.423 2.740
O5 0.729 -0.828 2.206
C13 1.027 -2.162 2.781
I1 2.242 -3.273 1.318
B1 2.218 0.900 -0.467
N2 3.095 1.313 0.740
O6 2.731 -0.228 -1.271
H1 -5.018 -3.641 -4.379
H2 -4.756 -1.734 -4.406
H3 -4.985 -2.708 -6.029
H4 -2.401 -0.965 -5.600
H5 -2.669 -1.383 -3.778
H6 -0.371 -3.261 -4.426
H7 -0.146 -1.862 -5.759
H8 -0.776 -0.907 -2.806
H9 0.995 -1.577 -3.096
H10 -0.401 0.701 -5.171
H11 1.347 -0.001 -5.192
H12 2.220 1.227 -3.379
H13 1.078 2.455 -4.216
H14 -0.165 2.970 -2.325
H15 -0.790 1.216 -2.296
H16 1.529 3.433 0.844
H17 0.333 4.033 -0.482
H18 -0.356 -0.555 -0.695
H19 -0.919 -1.940 1.215
H20 -1.233 -0.586 3.822
H21 -2.002 0.730 2.716
H22 -2.699 -1.084 2.702
H23 0.050 -2.820 2.959
H24 1.535 -2.077 3.857
H25 3.690 2.147 0.464
H26 2.487 1.581 1.558
H27 2.492 -1.117 -0.869
C14 -8.757 2.744 3.706
C15 -8.834 1.533 2.793
O7 -8.389 1.854 1.470
C16 -7.046 1.973 1.313
O8 -6.204 1.829 2.185
O9 -6.802 2.312 0.022
C17 -5.428 2.576 -0.252
H28 -9.306 3.587 3.273
H29 -9.176 2.514 4.690
H30 -7.723 3.077 3.843
H31 -9.879 1.213 2.706
H32 -8.270 0.683 3.195
H33 -4.793 1.738 0.053
H34 -5.120 3.498 0.251
H35 -5.318 2.717 -1.331
C18 10.035 -2.599 3.561
C19 9.204 -3.316 2.513
O10 7.838 -3.434 2.929
C20 7.096 -2.301 2.842
O11 7.485 -1.215 2.444
O12 5.851 -2.577 3.305
C21 4.997 -1.438 3.370
H36 9.936 -3.092 4.534
H37 11.091 -2.586 3.275
H38 9.705 -1.564 3.695
H39 9.585 -4.336 2.386
H40 9.269 -2.825 1.535
H41 4.944 -0.924 2.405
H42 5.347 -0.756 4.152
H43 3.992 -1.779 3.633

As for the SMILES: COCCCCCC[C@@](CON=O)(O[C@H](Br)[C@H](C)OCI)B(N)O.CCOC(=O)OC.CCOC(=O)OC. For the HOMO-LUMO gap, the calculation gives 0.3456 Ha. The calculation puts the highest occupied orbital energy at -9.6 eV.



| no. | largest force on an atom (eV/Å) |
| --- | --- |
| 1 | 2.65 |
| 2 | 5.60 |
| 3 | 4.13 |
| 4 | 5.06 |